Molecular formula: C5H5N2O4
Method: DFT, wB97M-V/def2-TZVPD

Last column: Mulliken charge in e.
Positions of all 16 atoms, in Å:
C: -0.820 0.780 0.403  -0.3885
C: -0.026 -2.590 0.787  0.1958
C: -1.054 -2.107 -1.964  0.8228
C: 0.582 0.890 -0.161  -0.2663
C: -0.009 -1.208 0.610  0.1949
N: -1.090 -0.424 0.806  -0.5105
N: 1.104 -0.450 0.078  -0.4382
O: 0.862 -3.406 0.523  -0.7575
O: -2.112 -2.417 -1.639  -0.4116
O: -1.233 -3.062 1.328  -0.5782
O: -0.049 -1.795 -2.430  -0.4383
H: -1.542 1.577 0.411  0.4390
H: 0.585 1.200 -1.229  0.1838
H: 1.197 1.631 0.385  0.2134
H: 1.510 -0.905 -0.732  0.3188
H: -1.794 -2.279 1.424  0.4205

Computed properties:
Frontier orbital gap (eV): 5.4
Relative energy (zero: lowest compared OMol25 entry of this formula, charge and spin) (kcal/mol): 0.0
Calculated total energy (eV): -16437.4966
Net charge: -1
HOMO energy (eV): -1.9
Lowest unoccupied orbital energy (eV): 3.51

Molecular formula: C5H5N2O4S
Method: DFT, wB97M-V/def2-TZVPD

Last column: Mulliken charge in e.
Positions of all 17 atoms, in Å:
C: 1.025 -0.523 -0.140  -0.0578
C: 0.237 0.507 -0.052  0.2793
C: -0.564 -2.594 0.005  0.2310
C: -2.047 -0.562 0.083  0.3705
C: 0.624 1.968 -0.296  -1.1577
N: -1.161 0.475 0.036  -0.1098
N: -1.740 -1.882 -0.061  -0.0637
O: 3.069 0.043 1.421  -0.5781
O: -0.366 -3.711 0.290  -0.4117
O: -3.234 -0.226 0.273  -0.7149
O: 3.094 0.909 -0.905  -0.6664
S: 2.925 -0.293 0.010  0.4434
H: 0.210 2.327 -1.265  0.3016
H: 1.681 2.179 -0.649  0.3335
H: 0.473 2.622 0.557  0.3047
H: -1.548 1.177 0.653  0.2158
H: -2.679 -2.416 0.042  0.2803

Computed properties:
Frontier orbital gap (alpha / beta) (eV): 6.7 / 6.9
Relative energy (zero: lowest compared OMol25 entry of this formula, charge and spin) (kcal/mol): 78.2
Calculated total energy (eV): -27268.7673
Net charge: -1
HOMO energy (alpha / beta) (eV): -3.9 / -3.9
Lowest unoccupied orbital energy (alpha / beta) (eV): 2.79 / 3.02

Molecular formula: C5H5N2O4S
Method: DFT, wB97M-V/def2-TZVPD

Last column: Mulliken charge in e.
Positions of all 17 atoms, in Å:
C: -0.673 1.960 -2.670  -0.4201
C: -0.964 1.358 -1.473  -0.2050
C: 0.643 0.317 -2.464  -0.0790
C: 0.322 -0.370 -0.091  0.7267
C: 0.854 -1.923 2.978  -0.7481
N: 0.311 1.218 -3.336  -0.6495
N: -0.010 0.433 -1.281  0.1262
O: -1.648 -1.205 2.872  -0.6122
O: 1.176 -1.178 -0.162  -0.5608
O: 0.050 0.526 3.355  -0.5912
O: -0.487 0.008 0.824  -0.6184
S: -0.296 -0.708 2.756  1.0527
H: -1.272 2.664 -3.263  0.3495
H: -1.565 1.854 -0.636  0.2826
H: 1.447 -0.350 -2.458  0.4331
H: 1.736 -1.735 2.346  0.2545
H: 0.377 -2.867 2.701  0.2592

Computed properties:
Frontier orbital gap (eV): 8.6
Relative energy (zero: lowest compared OMol25 entry of this formula, charge and spin) (kcal/mol): 11.9
Calculated total energy (eV): -27271.6399
Net charge: -1
HOMO energy (eV): -5.0
Lowest unoccupied orbital energy (eV): 3.66

Molecular formula: C5H5N3
Method: DFT, wB97M-V/def2-TZVPD

Last column: Mulliken charge in e.
Positions of all 13 atoms, in Å:
C: -0.878 -1.341 0.602  -0.2881
C: 1.319 -1.020 0.566  -0.0147
C: 0.892 1.552 -0.568  -0.2647
C: -1.194 1.222 -0.440  -0.5551
C: -0.541 -0.105 -0.209  0.2027
H: -1.510 -2.051 0.010  0.2946
H: -1.210 -0.978 1.542  0.3112
H: 2.469 -0.924 0.319  0.2844
H: 1.692 1.922 -0.815  0.5190
H: -2.138 1.386 -0.877  0.3624
N: 0.552 -1.946 0.993  -0.4478
N: 0.791 0.191 -0.206  0.0441
N: -0.246 2.092 -0.917  -0.4479

Computed properties:
Frontier orbital gap (eV): 9.2
Relative energy (zero: lowest compared OMol25 entry of this formula, charge and spin) (kcal/mol): 64.7
Calculated total energy (eV): -9732.6831
HOMO energy (eV): -8.6
Lowest unoccupied orbital energy (eV): 0.60

Molecular formula: C5H5N3
Method: DFT, wB97M-V/def2-TZVPD

Last column: Mulliken charge in e.
Positions of all 13 atoms, in Å:
C: 1.003 -0.091 1.329  -0.2737
C: 0.685 1.411 -0.182  -0.1262
C: -1.035 0.046 -1.620  -0.0907
C: -0.942 -1.499 -0.228  -0.5916
C: -0.079 -0.481 0.358  0.4018
H: 1.792 -0.888 1.621  0.2983
H: 0.474 0.194 2.391  0.2178
H: 0.557 2.515 -0.382  0.2943
H: -1.496 0.882 -2.366  0.2518
H: -0.763 -2.566 0.060  0.3054
N: 1.519 1.248 0.836  -0.4068
N: -0.330 0.467 -0.368  0.1880
N: -1.385 -1.238 -1.448  -0.4683

Computed properties:
Frontier orbital gap (eV): 8.7
Relative energy (zero: lowest compared OMol25 entry of this formula, charge and spin) (kcal/mol): 68.1
Calculated total energy (eV): -9732.5368
HOMO energy (eV): -8.3
Lowest unoccupied orbital energy (eV): 0.36

Molecular formula: C5H5N3
Method: DFT, wB97M-V/def2-TZVPD

Last column: Mulliken charge in e.
Positions of all 13 atoms, in Å:
C: 0.149 -1.022 1.501  -0.9721
C: -0.147 -0.325 0.344  0.5809
C: -1.288 0.559 -0.008  -0.5154
C: 0.778 -0.057 -0.638  0.4171
C: 1.942 -0.812 -0.702  0.3056
H: -0.365 -1.158 2.449  0.3375
H: 1.222 -1.290 1.375  0.2265
H: -2.273 0.178 0.112  0.3355
H: -1.401 1.424 0.734  0.2090
H: -1.156 2.001 -1.896  0.2934
N: -0.842 1.113 -1.305  -0.0776
N: 0.446 0.783 -1.533  -0.6174
N: 2.934 -1.393 -0.434  -0.5231

Computed properties:
Frontier orbital gap (eV): 8.2
Relative energy (zero: lowest compared OMol25 entry of this formula, charge and spin) (kcal/mol): 57.7
Calculated total energy (eV): -9732.9882
HOMO energy (eV): -8.3
Lowest unoccupied orbital energy (eV): -0.09

Molecular formula: C5H5N3
Method: DFT, wB97M-V/def2-TZVPD

Last column: Mulliken charge in e.
Positions of all 13 atoms, in Å:
C: -0.081 0.301 -1.310  -0.1885
C: -0.702 1.447 -0.586  -0.5714
C: -0.719 1.225 0.737  -0.2254
C: 0.963 -1.734 0.239  -0.8383
C: 0.414 -0.583 -0.161  0.3324
H: 0.779 0.626 -1.940  0.2880
H: -0.806 -0.228 -1.919  0.2828
H: -1.079 2.289 -1.125  0.4275
H: -1.018 1.807 1.594  0.4566
H: 1.435 -2.598 -0.165  0.4249
N: -0.126 -0.023 0.956  0.6941
N: 0.140 -0.751 2.056  -0.7829
N: 0.799 -1.780 1.624  -0.2998

Computed properties:
Frontier orbital gap (eV): 10.0
Relative energy (zero: lowest compared OMol25 entry of this formula, charge and spin) (kcal/mol): 25.6
Calculated total energy (eV): -9734.3789
HOMO energy (eV): -9.2
Lowest unoccupied orbital energy (eV): 0.83

Molecular formula: C5H5N3O
Method: DFT, wB97M-V/def2-TZVPD

Last column: Mulliken charge in e.
Positions of all 14 atoms, in Å:
C: -3.076 0.141 0.253  -0.9386
C: -1.749 0.090 0.289  0.1874
C: 0.410 -1.054 -0.213  0.5205
C: 1.219 0.211 0.139  0.5369
C: 0.787 1.553 -0.223  0.0638
H: -3.721 -0.484 -0.376  0.2776
H: -3.543 0.871 0.907  0.2355
H: -1.200 0.730 0.980  0.2554
H: -1.376 -1.654 -0.749  0.2507
H: 1.938 -2.119 -0.083  0.2867
N: -0.955 -0.849 -0.308  -0.1472
N: 0.934 -2.214 -0.260  -0.7189
N: 0.559 2.656 -0.467  -0.3152
O: 2.324 -0.018 0.638  -0.4946

Computed properties:
Frontier orbital gap (eV): 7.4
Relative energy (zero: lowest compared OMol25 entry of this formula, charge and spin) (kcal/mol): 48.4
Calculated total energy (eV): -11781.6214
HOMO energy (eV): -9.0
Lowest unoccupied orbital energy (eV): -1.62

Molecular formula: C5H5N3O
Method: DFT, wB97M-V/def2-TZVPD

Last column: Mulliken charge in e.
Positions of all 14 atoms, in Å:
C: -0.622 -0.792 1.640  -0.0169
C: 0.050 -0.068 0.719  0.0628
C: 1.579 1.081 -1.408  -0.3245
C: 0.464 0.326 -1.676  -0.3666
C: -0.445 -0.209 -0.559  0.8610
H: -1.118 -1.038 3.524  0.3608
H: -1.442 -1.511 1.265  0.3040
H: 2.225 1.443 -2.138  0.4532
H: 0.707 -0.138 -2.887  0.1454
H: -1.957 -0.560 -1.699  0.2365
N: 1.005 1.054 0.952  -0.1507
N: 1.784 1.367 0.066  -0.4136
N: -1.683 -0.553 -0.747  -0.7229
O: -0.546 -0.402 2.949  -0.4287

Computed properties:
Frontier orbital gap (eV): 7.8
Relative energy (zero: lowest compared OMol25 entry of this formula, charge and spin) (kcal/mol): 120.5
Calculated total energy (eV): -11778.4944
HOMO energy (eV): -8.4
Lowest unoccupied orbital energy (eV): -0.67

Molecular formula: C5H5N3O3
Method: DFT, wB97M-V/def2-TZVPD

Last column: Mulliken charge in e.
Positions of all 16 atoms, in Å:
C: 0.897 2.532 1.431  -0.1142
C: -0.171 1.667 1.847  -0.1517
C: 0.748 0.865 0.103  0.4744
C: 0.032 -0.950 -1.303  -0.1551
C: -1.156 -1.354 -0.622  -0.6936
N: 1.450 2.049 0.358  -0.5428
N: -0.199 0.569 1.060  -0.3316
N: -1.827 -2.446 -1.241  0.9560
O: -2.913 -2.768 -0.747  -0.5849
O: -1.364 -2.927 -2.257  -0.5693
O: 0.879 0.152 -1.015  -0.3005
H: 1.103 3.501 1.844  0.3946
H: -0.878 1.778 2.757  0.3282
H: 0.733 -1.912 -1.207  0.3054
H: -0.155 -0.750 -2.417  0.3379
H: -1.552 -1.152 0.272  0.6472

Computed properties:
Frontier orbital gap (alpha / beta) (eV): 7.2 / 7.6
Relative energy (zero: lowest compared OMol25 entry of this formula, charge and spin) (kcal/mol): 145.3
Calculated total energy (eV): -15871.8481
HOMO energy (alpha / beta) (eV): -9.2 / -9.8
Lowest unoccupied orbital energy (alpha / beta) (eV): -1.97 / -2.17

Molecular formula: C5H5N4O2
Method: DFT, wB97M-V/def2-TZVPD

Last column: Mulliken charge in e.
Positions of all 16 atoms, in Å:
C: -0.577 1.135 -0.802  -0.2615
C: -1.741 -1.182 3.267  0.1301
C: -0.949 -1.351 2.399  -0.5381
C: -0.204 -1.507 1.146  0.3271
C: 1.376 -0.260 -1.425  -0.5111
N: -0.766 2.428 -0.750  -0.3300
N: 0.203 3.029 -1.411  -0.4100
N: 1.007 2.142 -1.883  -0.4018
N: 0.574 0.946 -1.489  0.4827
O: -0.924 -1.843 0.196  -0.6609
O: 1.000 -1.242 1.218  -0.7388
H: -2.417 -1.289 4.061  0.4618
H: -1.223 0.445 -0.428  0.6869
H: 1.004 -0.657 -0.370  0.2115
H: 1.177 -0.775 -2.249  0.2831
H: 2.460 -0.019 -1.481  0.2691

Computed properties:
Frontier orbital gap (eV): 9.4
Relative energy (zero: lowest compared OMol25 entry of this formula, charge and spin) (kcal/mol): 71.9
Calculated total energy (eV): -15319.4633
Net charge: -1
HOMO energy (eV): -5.5
Lowest unoccupied orbital energy (eV): 3.94

Molecular formula: C5H5N5O
Method: DFT, wB97M-V/def2-TZVPD

Last column: Mulliken charge in e.
Positions of all 16 atoms, in Å:
C: -1.549 -0.069 0.921  0.1626
C: 0.293 -0.782 0.223  0.4016
C: 0.082 0.469 -0.449  0.2517
C: 2.410 0.279 -1.211  0.1614
C: 1.603 -1.685 -0.192  0.2582
H: -3.283 0.637 1.911  0.2605
H: -3.489 -0.860 1.300  0.2687
H: 1.424 2.148 -0.867  0.3577
H: 3.208 1.225 -1.600  0.2307
H: -1.514 1.739 -0.489  0.2900
N: -3.046 0.021 1.106  -0.5617
N: -0.730 -1.030 1.281  -0.5553
N: 1.120 0.848 -1.199  -0.4732
N: 2.778 -0.820 -0.591  -0.4038
N: -1.099 0.843 -0.054  -0.1051
O: 1.794 -2.965 -0.092  -0.5441

Computed properties:
Frontier orbital gap (eV): 7.8
Relative energy (zero: lowest compared OMol25 entry of this formula, charge and spin) (kcal/mol): 121.8
Calculated total energy (eV): -14759.0224
HOMO energy (eV): -8.5
Lowest unoccupied orbital energy (eV): -0.64

Question: Which formula does entry 10 have?
Answer: C5H5N3O3

Question: What is the calculated total energy in the eleventh record?
Answer: -15319.4633 eV